No. 1
# C24H36O18

A cluster of 6 separate species, C24H36O18 in total in a non-equilibrium geometry (ωB97M-V/def2-TZVPD, OMol25).

Output
Frontier orbital gap ... 11.1579 eV
Highest occupied orbital energy ... -10.97 eV
Energy ... -2290.54594 a.u.
Structure (SMILES) ... C[C@H]1COC(=O)O1.C[C@H]1COC(=O)O1.C[C@H]1COC(=O)O1.C[C@H]1COC(=O)O1.C[C@H]1COC(=O)O1.C[C@H]1COC(=O)O1
Energy relative to the best compared isomer or geometry (same formula, charge and spin) ... 38.4 kJ/mol

```
! RIJCOSX wB97M-V def2-TZVPD def2/J DEFGRID3
* xyz 0 1
C 3.0868 0.2316 3.1963
C 2.2678 1.1108 4.1292
C 1.8669 2.4688 3.5112
O 0.4453 2.4146 3.4402
C -0.0152 1.2657 3.9559
O -1.1520 0.9280 3.9657
O 1.0067 0.4965 4.4168
H 3.9636 0.7842 2.8549
H 2.5243 -0.1673 2.3518
H 3.4757 -0.6365 3.7369
H 2.8809 1.2348 5.0220
H 2.2686 2.5741 2.5042
H 2.1651 3.3134 4.1274
C -1.1046 3.2575 -3.4732
C -2.2784 2.4348 -3.0123
C -1.9310 0.9631 -2.8053
O -2.6182 0.6178 -1.6051
C -2.9760 1.7451 -0.9452
O -3.4616 1.7551 0.1356
O -2.6767 2.8373 -1.6735
H -0.6873 2.7973 -4.3716
H -0.3281 3.2285 -2.7065
H -1.3771 4.2919 -3.6695
H -3.1751 2.5870 -3.6164
H -0.8573 0.8481 -2.6459
H -2.2016 0.3314 -3.6490
C 2.5846 3.1920 -4.3646
C 3.6068 4.1560 -3.8013
C 3.2403 4.7179 -2.4136
O 4.3767 4.4251 -1.6104
C 5.3359 3.8297 -2.3597
O 6.4325 3.5993 -1.9711
O 4.8543 3.5112 -3.5844
H 1.6345 3.7022 -4.5101
H 2.5570 2.3118 -3.7225
H 2.8945 2.8633 -5.3604
H 3.7147 4.9746 -4.5200
H 2.3597 4.2228 -2.0027
H 3.0653 5.7914 -2.4592
C -0.3996 -2.4026 5.8118
C -0.6917 -2.3302 4.3386
C 0.1629 -3.2588 3.4744
O -0.7488 -3.7696 2.5127
C -2.0169 -3.6630 3.0099
O -2.9677 -4.1575 2.5036
O -2.0178 -2.9184 4.1265
H -0.5387 -3.4256 6.1583
H -1.1294 -1.7951 6.3508
H 0.5882 -2.0122 6.0513
H -0.7599 -1.3246 3.9356
H 0.6075 -4.0620 4.0656
H 0.9630 -2.7136 2.9726
C 0.4588 -2.2842 0.1110
C -0.1634 -0.9501 -0.2193
C -0.3166 -0.0030 0.9780
O 0.1922 1.2489 0.4889
C 0.8082 1.0744 -0.6923
O 1.3654 1.9389 -1.2936
O 0.6905 -0.2024 -1.1126
H 1.5074 -2.1557 0.3741
H 0.3860 -2.9620 -0.7418
H -0.1096 -2.7711 0.9065
H -1.1313 -1.0453 -0.7080
H 0.2923 -0.2866 1.8382
H -1.3515 0.1338 1.2850
C -3.3277 -2.9738 -0.6264
C -3.0727 -3.2328 -2.0853
C -2.0082 -4.2903 -2.3873
O -2.5349 -4.9953 -3.5035
C -3.8526 -4.6935 -3.6506
O -4.5584 -5.1858 -4.4652
O -4.2336 -3.7731 -2.7381
H -3.8336 -2.0120 -0.5194
H -2.3982 -2.9081 -0.0583
H -3.9426 -3.7337 -0.1481
H -2.8184 -2.3127 -2.6193
H -1.8086 -4.9784 -1.5627
H -1.0585 -3.8236 -2.6558
*
```

Mulliken charges, unit e, in atom order:
1. C -1.33
2. C 0.47
3. C -0.41
4. O -0.33
5. C 0.57
6. O -0.50
7. O -0.21
8. H 0.42
9. H 0.16
10. H 0.37
11. H 0.33
12. H 0.26
13. H 0.30
14. C -1.35
15. C 0.38
16. C -0.39
17. O -0.12
18. C 0.60
19. O -0.56
20. O -0.40
21. H 0.38
22. H 0.18
23. H 0.42
24. H 0.37
25. H 0.14
26. H 0.45
27. C -1.20
28. C 0.48
29. C -0.03
30. O -0.36
31. C 0.64
32. O -0.53
33. O -0.40
34. H 0.27
35. H 0.23
36. H 0.41
37. H 0.27
38. H -0.03
39. H 0.28
40. C -1.65
41. C 1.36
42. C -0.22
43. O -0.47
44. C 0.56
45. O -0.53
46. O -0.43
47. H 0.45
48. H 0.38
49. H 0.32
50. H -0.36
51. H 0.37
52. H 0.17
53. C -1.42
54. C 2.07
55. C 0.33
56. O -0.35
57. C 0.48
58. O -0.60
59. O -0.45
60. H 0.44
61. H 0.28
62. H 0.00
63. H -0.51
64. H -0.88
65. H 0.43
66. C -1.21
67. C 1.04
68. C -0.18
69. O -0.38
70. C 0.45
71. O -0.52
72. O -0.43
73. H 0.34
74. H -0.02
75. H 0.47
76. H -0.07
77. H 0.26
78. H 0.23

---

No. 2
# C24H36O18

A cluster of 6 separate species, C24H36O18 in total in a non-equilibrium geometry (ωB97M-V/def2-TZVPD, OMol25).

Output
Frontier orbital gap (alpha / beta) ... 10.0558 / 2.9567 eV
Highest occupied orbital energy (alpha / beta) ... -12.52 / -12.52 eV
Energy ... -2289.99984 a.u.
Energy relative to the best compared isomer or geometry (same formula, charge and spin) ... 155.2 kJ/mol
⟨S²⟩ ... 0.757

```
! RIJCOSX wB97M-V def2-TZVPD def2/J DEFGRID3
* xyz 1 2
C -4.2810 0.0798 -0.4940
C -4.3618 -1.5447 -0.5292
C -5.6551 -2.2193 -0.0762
O -6.1228 -2.9624 -1.2115
C -5.2304 -2.9994 -2.1743
O -5.3199 -3.7053 -3.1499
O -4.1430 -2.1551 -1.8216
H -3.2159 0.3107 -0.5124
H -4.7288 0.4408 0.4319
H -4.8114 0.6822 -1.2315
H -3.6556 -2.0107 0.1580
H -6.3334 -1.4300 0.2479
H -5.3239 -2.6585 0.8648
C -0.8462 -4.1562 4.4561
C -0.1301 -2.8323 4.3329
C 0.0348 -1.9786 5.5780
O 1.3599 -2.1668 5.9512
C 2.0512 -2.7771 4.9321
O 3.2437 -2.9847 4.9276
O 1.2392 -3.1240 3.9183
H -0.4435 -4.8236 5.2181
H -0.8485 -4.4803 3.4154
H -1.8347 -3.8254 4.7747
H -0.6731 -2.0958 3.7406
H -0.6743 -2.2777 6.3499
H -0.1059 -0.9313 5.3109
C -0.9314 -2.6321 -3.3206
C -0.3581 -3.7562 -2.4438
C 0.9460 -4.4534 -2.9142
O 1.7408 -4.2861 -1.7119
C 1.2780 -3.4014 -0.8977
O 1.8370 -2.9141 0.0542
O -0.0123 -3.0919 -1.1989
H -0.0927 -2.0091 -3.6311
H -1.5840 -1.9783 -2.7420
H -1.6023 -2.9251 -4.1281
H -1.2059 -4.3646 -2.1289
H 1.4659 -3.9254 -3.7136
H 0.7460 -5.4580 -3.2867
C 4.0391 0.3275 -4.5918
C 4.0763 -0.7629 -3.5682
C 5.3883 -0.9287 -2.8780
O 4.9836 -0.9097 -1.5726
C 3.8272 -0.4883 -1.4438
O 3.3270 -0.0460 -0.4534
O 3.1500 -0.4893 -2.4938
H 4.9050 0.2911 -5.2528
H 4.2941 1.3242 -4.2315
H 3.1852 0.3705 -5.2679
H 3.8806 -1.7232 -4.0453
H 6.1153 -0.1377 -3.0624
H 5.7624 -1.9038 -3.1899
C -1.2338 6.5726 0.7169
C 0.0804 6.8782 -0.0096
C 0.2769 8.3812 -0.2095
O 1.6358 8.6226 0.0771
C 2.1497 7.4393 0.6083
O 3.2630 7.3200 1.0000
O 1.1793 6.5426 0.8148
H -1.5988 7.3522 1.3855
H -0.8835 5.7778 1.3755
H -2.0657 6.1260 0.1723
H 0.1584 6.3543 -0.9623
H -0.3788 8.9297 0.4667
H 0.0830 8.6745 -1.2412
C -0.4176 -0.5516 0.8646
C 0.3630 0.7889 1.0155
C -0.5094 2.0366 0.7910
O -0.2371 2.9047 1.9101
C 0.4546 2.2709 2.7612
O 0.9939 2.7465 3.7333
O 0.8176 1.0417 2.2580
H 0.3464 -1.3240 0.7754
H -1.0029 -0.5609 -0.0549
H -1.2066 -0.6696 1.6073
H 1.1746 0.9909 0.3165
H -1.5373 1.6959 0.6670
H -0.2557 2.5569 -0.1326
*
```

Mulliken charges, unit e, in atom order:
1. C -1.11
2. C 0.62
3. C -0.49
4. O -0.31
5. C 0.56
6. O -0.53
7. O -0.30
8. H 0.06
9. H 0.42
10. H 0.41
11. H 0.03
12. H 0.32
13. H 0.32
14. C -1.33
15. C 0.88
16. C -0.48
17. O -0.32
18. C 0.58
19. O -0.55
20. O -0.32
21. H 0.33
22. H 0.32
23. H 0.38
24. H -0.10
25. H 0.32
26. H 0.28
27. C -1.06
28. C 0.37
29. C -0.40
30. O -0.39
31. C 0.61
32. O -0.57
33. O -0.19
34. H 0.29
35. H 0.11
36. H 0.38
37. H 0.28
38. H 0.23
39. H 0.33
40. C -1.62
41. C 0.67
42. C -0.52
43. O -0.28
44. C 0.77
45. O -0.28
46. O -0.30
47. H 0.44
48. H 0.39
49. H 0.35
50. H 0.24
51. H 0.31
52. H 0.34
53. C -1.12
54. C 0.46
55. C -0.49
56. O -0.33
57. C 0.51
58. O -0.50
59. O -0.26
60. H 0.33
61. H 0.18
62. H 0.33
63. H 0.29
64. H 0.30
65. H 0.31
66. C -0.94
67. C 0.91
68. C -0.34
69. O -0.23
70. C 0.54
71. O -0.49
72. O -0.20
73. H 0.16
74. H 0.18
75. H 0.41
76. H -0.07
77. H 0.16
78. H 0.38

---

No. 3
# C24H37BCl16O4

A cluster of 9 separate species, C24H37BCl16O4 in total in a non-equilibrium geometry (ωB97M-V/def2-TZVPD, OMol25).

Output
Frontier orbital gap ... 8.4458 eV
Highest occupied orbital energy ... -9.11 eV
Energy ... -8625.57874 a.u.
Structure (SMILES) ... C#CC1=CC(=O)C(B(O)O)=CC1=O.ClCCCl.ClCCCl.ClCCCl.ClCCCl.ClCCCl.ClCCCl.ClCCCl.ClCCCl

```
! RIJCOSX wB97M-V def2-TZVPD def2/J DEFGRID3
* xyz 0 1
C -2.1915 5.4272 -0.0214
C -2.5553 4.4740 -0.6693
C -2.6160 3.0875 -1.1683
C -1.8562 2.6711 -2.1788
C -2.0328 1.1804 -2.5344
O -2.0983 0.7830 -3.6614
C -2.1782 0.2533 -1.3104
B -1.4303 -1.1687 -1.2588
O -0.1880 -1.2555 -1.8669
O -1.9544 -2.2778 -0.6124
C -2.9466 0.6807 -0.3078
C -3.5614 2.0715 -0.4941
O -4.6905 2.3277 -0.1884
H -2.2256 6.3445 0.5350
H -1.1416 3.3147 -2.6938
H 0.2501 -0.4179 -1.6446
H -1.3407 -2.4520 0.1161
H -3.1081 0.1002 0.6035
Cl 1.5255 1.4541 -0.9555
C 2.0255 1.5203 0.7576
C 2.9981 0.4262 1.1124
Cl 2.2210 -1.1786 1.0890
H 1.1302 1.4746 1.3698
H 2.4886 2.4939 0.9044
H 3.3776 0.5818 2.1215
H 3.8454 0.4047 0.4299
Cl -7.5552 3.3501 -1.9899
C -7.2549 4.6966 -0.8616
C -6.3577 5.7540 -1.4602
Cl -4.6854 5.1637 -1.6767
H -6.8292 4.2819 0.0509
H -8.2255 5.1300 -0.6215
H -6.3050 6.6141 -0.7933
H -6.7278 6.0937 -2.4261
Cl -7.0574 1.6535 2.5435
C -7.1306 0.5057 1.1811
C -7.5375 -0.8772 1.6243
Cl -6.2789 -1.6629 2.6142
H -6.1579 0.5025 0.6943
H -7.8621 0.8987 0.4758
H -7.6956 -1.5103 0.7521
H -8.4580 -0.8577 2.2039
Cl -3.1425 3.2141 2.5036
C -3.1762 2.7942 4.2329
C -3.6308 3.9492 5.0893
Cl -2.4359 5.2749 5.1262
H -2.1823 2.4522 4.5164
H -3.8688 1.9596 4.3427
H -3.7632 3.6157 6.1177
H -4.5757 4.3581 4.7382
Cl 0.2767 3.9438 1.6900
C 0.6330 5.2572 2.8369
C 1.5460 6.2965 2.2371
Cl 3.1939 5.6679 1.9701
H 1.0626 4.8157 3.7338
H -0.3211 5.7106 3.1049
H 1.6361 7.1438 2.9159
H 1.1657 6.6601 1.2846
Cl 5.5230 -4.8263 1.0599
C 4.6477 -5.2397 -0.4421
C 3.4549 -4.3445 -0.6658
Cl 2.1617 -4.6330 0.5258
H 4.3590 -6.2873 -0.3863
H 5.3547 -5.1257 -1.2605
H 3.0277 -4.5383 -1.6476
H 3.7287 -3.2921 -0.6155
Cl 8.0078 -6.1377 -1.9031
C 8.5257 -6.0819 -0.1965
C 9.4909 -7.1915 0.1398
Cl 8.7093 -8.7928 0.1138
H 7.6343 -6.1213 0.4268
H 9.0058 -5.1159 -0.0429
H 9.8813 -7.0456 1.1463
H 10.3304 -7.2155 -0.5522
Cl 6.7099 -8.2238 -4.5207
C 5.6870 -7.2811 -5.6327
C 5.3480 -5.9188 -5.0800
Cl 4.2530 -6.0166 -3.6763
H 4.7907 -7.8620 -5.8400
H 6.2461 -7.1721 -6.5614
H 4.8355 -5.3298 -5.8396
H 6.2410 -5.3775 -4.7734
*
```

Mulliken charges, unit e, in atom order:
1. C 0.20
2. C -1.70
3. C 0.84
4. C -0.33
5. C 0.24
6. O -0.56
7. C 0.32
8. B 0.54
9. O -0.53
10. O -0.49
11. C -0.59
12. C 0.14
13. O -0.18
14. H 0.47
15. H 0.53
16. H 0.14
17. H 0.30
18. H 0.57
19. Cl -0.18
20. C -0.19
21. C -0.60
22. Cl -0.14
23. H 0.18
24. H 0.33
25. H 0.35
26. H 0.32
27. Cl -0.20
28. C -0.35
29. C -0.52
30. Cl -0.09
31. H 0.17
32. H 0.39
33. H 0.29
34. H 0.33
35. Cl -0.20
36. C 0.10
37. C -0.47
38. Cl -0.20
39. H -0.16
40. H 0.26
41. H 0.33
42. H 0.34
43. Cl 0.01
44. C -0.70
45. C -0.43
46. Cl -0.19
47. H 0.32
48. H 0.32
49. H 0.36
50. H 0.29
51. Cl -0.04
52. C -0.46
53. C -0.43
54. Cl -0.20
55. H 0.38
56. H 0.11
57. H 0.36
58. H 0.27
59. Cl -0.24
60. C -0.28
61. C -0.26
62. Cl -0.22
63. H 0.38
64. H 0.16
65. H 0.20
66. H 0.28
67. Cl -0.14
68. C -0.35
69. C -0.42
70. Cl -0.19
71. H 0.13
72. H 0.33
73. H 0.30
74. H 0.32
75. Cl -0.16
76. C -0.46
77. C -0.48
78. Cl -0.18
79. H 0.32
80. H 0.30
81. H 0.37
82. H 0.27